This record from the Open Molecules 2025 dataset describes a molecular structure, C21H11Cl2N3O9Os in a non-equilibrium geometry. The level of theory is ωB97M-V/def2-TZVPD.

Energy above the lowest of the compared OMol25 structures with the same formula, charge and spin, kJ/mol: 0.00
Total energy, eV: -72355.9103
HOMO energy (alpha / beta), eV: -9.03 / -9.26
2S+1: 5

Last column: Mulliken charge in e.
Element x y z (Å)
C 3.23 -0.50 0.19  -0.01
H -0.07 -0.14 -2.87  -0.06
O -6.12 -4.56 1.70  -0.62
C 5.25 0.15 1.64  -0.38
C -4.61 -2.93 1.03  -0.04
C -3.11 -1.19 0.40  0.78
C -1.40 3.16 -0.94  0.98
C 5.50 -1.23 -0.31  -0.36
C -2.43 -2.05 -0.36  0.91
H 8.29 -1.20 1.46  0.39
H -3.48 2.85 -1.53  0.33
H 7.47 -2.00 -0.66  0.31
C -0.79 5.44 -0.58  0.23
O -0.86 -4.33 -1.15  -0.55
O -6.31 -2.60 2.55  -0.63
N -2.06 -4.33 -1.24  0.96
C 4.64 -0.47 0.50  0.48
N 2.07 -0.63 0.04  -0.48
C -0.08 2.83 -0.93  0.71
N -5.79 -3.44 1.83  1.05
O 0.44 1.64 -1.11  -0.68
H -4.13 -4.94 0.24  0.57
H 4.60 0.62 2.31  0.50
O -1.30 -1.80 -1.04  -0.79
C 7.35 -0.85 1.13  -0.21
C 0.59 5.09 -0.55  -0.37
O -1.40 0.58 0.40  -0.88
H -4.79 -0.99 1.75  0.72
H 1.22 6.00 -0.51  0.39
O -3.43 1.04 1.19  -0.63
C 0.94 3.83 -0.62  0.08
C -2.64 0.23 0.69  0.13
H 5.13 -1.66 -1.18  0.46
C -1.77 4.53 -0.77  -0.97
Cl 2.62 3.40 -0.59  -0.17
Cl -1.34 7.15 -0.42  -0.22
H 7.07 0.40 2.85  0.37
C -2.51 2.32 -1.45  -0.29
O -2.38 1.15 -1.88  -0.60
C 6.85 -1.31 -0.05  -0.60
O -2.77 -4.92 -2.03  -0.58
C -4.25 -1.63 1.13  -1.07
H -2.83 4.71 -0.93  0.32
Os -0.44 -0.07 -1.27  1.69
C -3.93 -3.90 0.31  -0.84
C -2.82 -3.42 -0.32  0.18
C 6.59 -0.03 1.96  -0.51

---

This record from the Open Molecules 2025 dataset describes a molecular structure, C35H24ClN5O5S2SeTl in a non-equilibrium geometry. The level of theory is ωB97M-V/def2-TZVPD.

Energy above the lowest of the compared OMol25 structures with the same formula, charge and spin, kJ/mol: 209.46
Total energy, eV: -158610.3389
Charge: -1
HOMO energy, eV: -4.91
2S+1: 1

Last column: Mulliken charge in e.
Element x y z (Å)
H -0.58 -5.55 -1.52  0.38
C 0.43 0.50 5.01  -0.94
C 0.38 2.50 3.55  -1.10
H -0.84 -3.19 -5.86  0.38
H 2.21 -1.78 -3.92  0.44
H -1.79 4.92 1.57  0.37
H 3.22 5.19 -3.35  0.38
H 2.19 -0.46 0.54  0.49
C -3.21 1.65 3.32  0.11
S -1.44 3.43 -3.35  -0.35
C -1.07 -3.03 -3.74  -0.28
C 0.53 3.04 2.31  -0.81
H 2.86 -4.05 0.44  0.49
N -3.09 2.93 2.84  0.01
C 0.64 -0.84 5.13  -0.83
C 0.71 0.30 2.58  0.51
C -0.45 -5.06 -4.88  -0.48
C 0.94 -1.63 4.01  -0.01
H 0.24 1.12 5.87  0.40
C 2.17 -2.28 -0.57  0.84
O -1.84 -1.18 1.43  -0.20
C 2.34 -2.29 -2.97  -0.56
C -2.59 0.86 2.39  0.38
C -2.42 2.88 1.67  -0.05
H 0.63 2.55 0.19  0.05
Se -1.45 -2.87 -0.84  -0.15
H 0.21 3.12 4.42  0.39
C 2.91 3.36 -2.26  -1.06
C 0.63 2.17 1.21  -0.29
H 0.59 -1.31 6.11  0.39
H -3.53 -0.44 4.35  0.43
Tl -0.83 -0.15 -0.70  1.08
O -3.95 0.22 5.05  -0.61
H 3.27 -4.02 -3.82  0.40
H 0.84 5.38 -4.05  0.39
H -0.23 -5.59 -5.80  0.36
S -2.90 1.06 -2.14  -0.36
C -3.87 1.44 4.63  0.58
H 0.51 4.11 2.15  0.59
C 2.93 -3.53 -2.92  -0.68
C -2.44 -0.64 2.40  0.18
C -0.65 -5.04 -2.48  -0.58
C 1.90 -1.50 0.63  -0.37
N 1.35 -1.95 1.69  -0.33
C 0.49 1.10 3.73  1.08
C 3.09 -4.18 -1.69  0.21
C 2.71 -3.57 -0.52  -0.58
C -0.39 -5.72 -3.66  -0.56
H -0.12 -6.77 -3.63  0.37
C 1.17 4.56 -3.43  -0.42
N -0.34 1.64 -1.85  0.18
C 2.02 2.39 -1.84  0.40
C 1.92 -1.61 -1.80  -0.84
C -2.11 4.12 0.90  -1.25
C -0.99 -3.69 -2.51  0.36
O -2.89 -1.25 3.40  -0.89
H 1.15 -2.69 4.11  0.46
H -1.32 -1.98 -3.76  0.40
C -0.79 -3.71 -4.91  -0.50
Cl 3.83 -5.77 -1.65  -0.29
C -1.50 1.96 -2.38  0.54
H 2.33 1.53 -1.26  0.46
N 0.67 0.86 1.33  0.55
N -2.10 1.64 1.37  0.36
O 1.36 -0.43 -1.83  -0.13
C 2.50 4.44 -3.04  -0.57
C 1.02 -1.10 2.74  -0.36
H -3.47 3.72 3.32  0.25
H -2.99 4.46 0.35  0.43
O -4.30 2.41 5.23  -0.71
C 0.68 2.51 -2.21  -0.83
H -1.31 3.92 0.18  -0.04
H 3.96 3.27 -1.98  0.42
C 0.27 3.58 -3.02  0.52

---

This record from the Open Molecules 2025 dataset describes 7 unconnected molecules or ions with the total composition H12IO6 in a non-equilibrium geometry. The level of theory is ωB97M-V/def2-TZVPD.

Energy above the lowest of the compared OMol25 structures with the same formula, charge and spin, kJ/mol: 68.05
Total energy, eV: -20583.8891
Charge: -1
HOMO energy, eV: -5.43
2S+1: 1

Last column: Mulliken charge in e.
Element x y z (Å)
H 19.32 17.48 -16.71  0.31
O 14.77 13.27 -15.06  -0.61
H 17.36 10.30 -18.38  0.31
H 18.95 16.59 -17.74  0.27
O 20.02 11.57 -18.50  -0.62
H 15.68 14.56 -18.21  0.22
H 13.93 13.29 -15.56  0.29
H 18.98 13.66 -14.84  0.18
H 15.44 13.38 -15.74  0.30
H 14.34 13.92 -18.02  0.29
O 19.35 13.36 -14.04  -0.59
O 19.72 17.13 -17.52  -0.62
O 16.75 11.03 -18.59  -0.61
H 19.67 12.02 -19.30  0.34
O 14.78 14.76 -18.22  -0.60
H 19.81 12.20 -17.83  0.25
H 17.09 11.76 -18.11  0.24
H 19.33 14.24 -13.56  0.31
I 17.81 13.99 -16.98  -0.68

---

This record from the Open Molecules 2025 dataset describes a molecular structure, C39H59N8O8P2S2SiZr in a non-equilibrium geometry. The level of theory is ωB97M-V/def2-TZVPD.

Energy above the lowest of the compared OMol25 structures with the same formula, charge and spin, kJ/mol: 121.93
Total energy, eV: -119118.2171
Charge: +1
HOMO energy, eV: -9.06
2S+1: 1

Last column: Mulliken charge in e.
Element x y z (Å)
C 0.52 -2.77 4.90  -0.78
H 0.27 4.26 1.59  0.08
H 4.89 -0.18 -0.51  0.52
H -1.87 1.40 4.40  0.27
N -1.31 1.90 0.81  1.60
H -2.54 3.31 -1.63  0.26
C 0.30 1.50 -2.84  0.43
C -0.42 -4.22 -1.80  -1.07
C -0.18 -1.57 4.71  0.84
O 1.15 1.46 -0.06  0.14
C -2.56 -3.22 -2.13  -1.26
H 3.30 0.24 -1.15  -0.16
Si -1.59 -1.50 3.47  -1.15
H 0.74 -3.29 -0.26  0.66
H -0.34 0.47 5.40  0.34
C -0.42 4.87 2.17  -1.03
C -2.18 2.79 0.40  0.37
H -2.98 5.89 0.95  0.42
C 3.44 0.37 1.00  0.04
H -1.64 3.27 2.95  -0.47
H 4.30 0.33 2.92  0.31
H 0.33 -4.97 -2.02  0.63
C 2.84 -3.35 -2.25  -0.40
C -2.57 -5.27 1.97  -0.91
H 2.20 -2.98 -4.70  0.28
H 3.39 2.09 -3.57  0.49
C -2.91 2.59 -0.89  -1.42
H -4.20 -0.57 2.26  0.15
C -2.72 -3.96 4.41  -0.25
H -5.45 5.52 0.95  0.41
H 2.62 -1.87 7.41  0.41
H -5.19 3.77 1.02  0.25
C -3.24 -1.30 -0.68  -1.11
H 4.15 -5.95 -0.74  0.46
H -1.39 4.75 -3.96  0.32
H -2.77 -3.48 5.38  0.29
H -3.53 -3.18 -2.60  0.57
H -0.87 2.19 1.67  -0.55
H 4.27 1.84 2.17  0.40
S -0.75 0.16 -2.27  -0.74
H 2.36 4.23 -4.37  0.42
H 3.46 -3.50 -0.28  0.32
C -2.18 -3.27 3.31  0.70
C 1.52 -2.88 5.87  -0.55
C -3.39 4.92 0.67  -0.79
H 1.44 0.28 7.08  0.48
H -4.52 -1.89 3.40  0.37
O 1.33 -1.28 0.86  -0.51
H -3.46 4.91 -0.41  0.39
N 3.32 -3.99 -1.16  0.43
Zr -0.27 -0.10 0.24  0.37
N 4.45 0.83 2.04  0.06
C -3.12 -5.92 3.06  -0.77
H -4.07 0.07 5.94  0.51
O -2.64 -0.31 0.15  0.45
H -2.41 -0.48 6.22  0.27
H 3.42 -4.13 -5.30  0.36
N 2.95 -4.25 -3.26  0.34
H -3.69 -0.79 -1.53  0.46
C 1.19 -0.58 6.46  -0.98
C 2.32 2.27 -3.48  -0.23
P 2.04 1.60 1.17  0.51
H -2.70 1.61 -1.28  -0.49
H -0.11 5.13 -5.14  0.41
C -2.11 -3.96 2.10  0.05
H -2.37 -0.72 1.02  -0.55
H 0.05 5.08 3.14  0.39
H 0.25 -3.65 4.31  0.31
C 1.77 3.46 -3.91  -0.96
C -2.74 1.04 3.84  -2.14
O 2.77 -1.01 2.99  -0.40
C 0.19 -0.48 5.50  0.01
H -3.98 2.73 -0.76  0.47
H 1.77 -4.69 -4.95  0.33
H -3.48 -6.93 2.97  0.39
C -4.77 4.74 1.29  -1.12
C 3.50 -5.44 -2.79  -0.59
H -2.56 1.21 2.78  0.13
H -2.49 -5.77 1.02  0.49
C -1.76 4.19 2.38  0.01
N 1.61 1.29 -2.93  -0.04
C -1.62 -4.18 -2.48  -0.80
H -3.61 -5.76 5.15  0.43
H 4.37 1.53 -0.58  0.46
H -4.72 4.79 2.38  0.34
S 2.18 -1.80 -2.31  -0.22
C 4.04 0.50 -0.40  -1.57
C -3.30 -0.64 5.61  -1.71
N -1.04 -2.29 -0.54  1.77
C 3.74 -5.27 -1.48  -0.53
C -3.19 -5.26 4.29  -0.83
H 1.29 1.28 3.21  0.41
N -0.33 2.63 -3.18  -0.38
O 3.63 -2.43 1.09  -1.11
H -0.54 5.82 1.65  0.36
H 2.23 -1.62 3.53  0.28
O 1.03 1.05 2.31  -0.37
C -0.31 4.87 -4.09  -1.45
H -3.60 1.64 4.14  0.59
H -4.03 -1.80 -0.11  0.54
C 0.40 3.61 -3.72  0.92
C -3.02 -0.45 4.11  2.74
C 1.85 -1.78 6.65  -0.72
O 2.70 2.84 1.64  -0.97
H 5.40 0.67 1.71  0.40
H -2.42 4.82 2.96  0.62
O -1.10 -0.87 2.02  1.85
C 2.56 -4.01 -4.64  -0.92
H -1.84 -4.90 -3.26  0.49
N -2.44 3.90 1.11  0.67
C -4.29 -0.82 3.32  -1.76
H -1.67 -3.46 1.25  0.09
H 0.03 5.71 -3.48  0.31
H 3.68 -6.29 -3.43  0.47
H -3.67 -1.65 5.83  0.39
C -2.23 -2.31 -1.15  0.56
P 2.76 -1.29 1.42  0.59
H -5.15 -0.27 3.72  0.54
H 2.02 -3.83 6.02  0.45
C -0.16 -3.26 -0.85  -0.88

---

This record from the Open Molecules 2025 dataset describes a molecular structure, C45H39IN4O3STeTi in a non-equilibrium geometry. The level of theory is ωB97M-V/def2-TZVPD.

Energy above the lowest of the compared OMol25 structures with the same formula, charge and spin, kJ/mol: 26.40
Total energy, eV: -108746.8633
HOMO energy (alpha / beta), eV: -5.53 / -7.16
2S+1: 3

Last column: Mulliken charge in e.
Element x y z (Å)
C -1.44 5.28 -0.85  -0.27
C -4.98 -2.46 -0.81  -0.15
H -1.62 -5.47 -2.34  0.40
C 3.82 -3.63 2.10  -0.20
C -3.31 -0.82 -1.76  -0.28
C -2.12 4.78 1.39  -0.20
C 2.02 3.06 3.87  -0.89
H 3.78 -1.38 -2.46  0.66
H -4.23 -2.81 -0.12  0.44
C 3.35 -4.84 2.59  -0.54
C -2.01 -2.96 -1.70  -0.51
N 2.05 3.18 1.53  0.21
C -0.73 -5.12 -1.82  -1.70
H -0.70 0.81 -5.14  0.55
H 3.93 -4.39 -1.19  0.46
C 1.22 -1.21 1.93  0.68
H -0.41 -2.61 2.14  0.48
I 1.63 5.41 -4.33  0.10
C -5.64 -0.99 -2.60  -0.41
C -1.38 6.63 -0.54  -0.82
C 0.81 3.57 -3.85  -0.50
C -7.23 -2.52 -1.66  -0.37
H -7.67 -1.16 -3.26  0.40
C 2.21 -0.51 2.65  -0.41
H 3.69 3.91 0.56  0.52
Ti 0.20 1.51 -0.03  0.19
H -0.71 0.25 -2.73  0.24
C 3.75 -4.50 -0.13  -0.49
H -1.09 7.34 -1.30  0.39
H 4.93 4.37 2.72  0.43
H 2.69 -6.82 2.09  0.39
O -3.18 0.32 -2.18  -0.65
N -1.81 2.98 -0.22  -0.48
C 1.37 2.81 2.65  0.78
H 0.32 2.99 -5.86  0.40
C 0.29 2.71 -4.82  -0.28
H -2.19 2.81 -1.15  0.21
C 0.50 -2.20 4.02  -1.00
C -6.91 -1.52 -2.57  -0.60
C 0.76 3.18 -2.52  -0.86
H 3.19 -4.96 3.65  0.40
H 3.06 -6.52 -0.33  0.42
H 3.10 -0.10 4.54  0.46
C 0.13 -3.07 -0.64  -0.06
C -0.27 1.50 -4.42  -1.30
C -1.68 7.06 0.74  -0.49
C 3.94 3.95 2.73  -0.91
C -2.05 6.13 1.70  -0.76
H 1.01 -3.63 -0.36  0.31
H 1.57 -1.61 5.78  0.44
H 2.68 0.63 -1.86  0.51
H 1.50 2.77 4.77  0.48
O -1.25 0.22 -0.10  -0.76
H -5.38 -0.20 -3.30  0.43
C 1.48 -1.50 4.71  -0.78
C -0.88 -3.70 -1.38  0.33
H -1.63 8.11 0.99  0.40
H 4.00 -2.82 2.79  0.42
H -2.36 2.41 0.42  0.33
C -1.81 4.36 0.11  0.43
H 2.88 0.13 2.09  0.33
H -2.79 -3.41 -2.29  0.47
H -1.20 4.95 -1.86  0.44
H -2.29 6.46 2.70  0.39
C 2.23 -0.28 -1.45  -0.47
C -1.13 -1.02 -0.55  0.26
C 3.29 3.71 1.54  -0.23
Te 4.69 -1.59 0.04  0.14
N 0.25 1.99 -2.15  1.14
H 1.43 -0.58 -2.15  0.11
C 3.27 3.61 3.92  -0.16
N 1.75 0.03 -0.11  0.34
H -0.57 -5.78 -0.96  0.34
H 0.13 -5.25 -2.48  0.32
O 1.50 3.01 0.33  -0.07
H 2.73 -2.38 -1.49  -0.04
C 0.04 -1.75 -0.24  0.30
C -4.66 -1.46 -1.73  0.26
C 3.24 -1.43 -1.52  -1.11
C 3.27 -5.71 0.36  -0.46
C 2.33 -0.65 4.01  -0.84
C -2.15 -1.62 -1.30  1.18
C 4.01 -3.45 0.74  0.00
C -6.26 -2.98 -0.77  -0.86
C 3.06 -5.88 1.72  -0.47
C 0.36 -2.06 2.65  -0.45
C 1.09 -1.03 0.52  0.41
H -2.40 4.07 2.15  0.36
H -8.23 -2.93 -1.63  0.38
S -0.15 2.08 2.50  -0.61
H -6.51 -3.74 -0.05  0.40
H 3.75 3.78 4.87  0.40
H -0.17 -2.86 4.55  0.43
H 1.14 3.81 -1.73  0.70
C -0.27 1.17 -3.08  0.03

---

This record from the Open Molecules 2025 dataset describes 2 unconnected molecules or ions with the total composition C11H15N in a non-equilibrium geometry. The level of theory is ωB97M-V/def2-TZVPD.

Energy above the lowest of the compared OMol25 structures with the same formula, charge and spin, kJ/mol: 216.12
Total energy, eV: -13130.9668
Charge: +1
HOMO energy (alpha / beta), eV: -13.32 / -13.24
2S+1: 2

Last column: Mulliken charge in e.
Element x y z (Å)
H -0.15 3.33 -0.85  0.20
C -1.84 -1.29 -1.93  -0.46
H 0.72 -3.52 2.51  0.35
H 0.16 4.54 2.07  0.24
C -2.13 -1.89 -0.74  -0.45
C 2.63 -1.94 0.58  -1.19
H 2.81 -1.17 -0.21  0.29
H 3.00 -2.85 0.21  0.33
H -0.86 2.68 0.63  0.22
C 0.37 -0.62 -1.26  -0.29
C 0.28 4.50 0.90  -0.88
C 0.44 -2.75 1.64  -0.42
N -0.92 -2.56 1.35  0.00
C 1.15 -2.07 0.77  0.41
H -0.50 -0.03 -3.10  0.43
H 0.08 5.46 0.53  0.28
C -1.07 -1.86 0.17  -0.18
H 1.22 0.05 -1.55  0.34
H -3.17 -2.15 -0.56  0.41
C -0.61 3.57 0.11  -0.64
H -2.69 -1.29 -2.73  0.29
H -1.52 -3.26 1.57  0.26
H 3.15 -1.56 1.46  0.36
C 0.31 -1.44 -0.21  1.12
C -0.73 -0.52 -2.15  -0.59
H -1.54 4.14 -0.06  0.28
H 1.41 4.50 0.86  0.30

---

This record from the Open Molecules 2025 dataset describes a molecular structure, C4H8Ag3BBr4F4 in a non-equilibrium geometry. The level of theory is ωB97M-V/def2-TZVPD.

Energy above the lowest of the compared OMol25 structures with the same formula, charge and spin, kJ/mol: 77.90
Total energy, eV: -307978.1713
Charge: +2
HOMO energy, eV: -14.71
2S+1: 1

Last column: Mulliken charge in e.
Element x y z (Å)
C -2.24 1.03 1.01  -0.13
H 1.93 1.60 1.20  0.52
C 2.00 0.85 0.42  -0.50
H -1.61 0.17 0.84  -0.15
F 0.82 -2.69 -1.38  -0.42
Br 3.46 2.73 -1.09  -0.09
Ag -3.14 -2.11 -1.67  0.87
H 3.13 0.17 -1.24  0.34
F -0.80 -1.06 -0.97  -0.32
F -1.00 -2.44 -2.78  -0.54
Br 1.80 -0.92 1.29  -0.18
B -0.03 -1.73 -1.97  0.87
C 3.27 0.88 -0.42  -0.61
C -1.96 1.76 2.30  -0.59
Br -1.90 0.42 3.77  -0.16
F 0.66 -0.85 -2.74  -0.27
Ag -0.88 -2.64 0.88  0.73
Ag -0.07 -4.55 -2.57  0.86
H -3.28 0.71 0.96  0.42
H -2.63 2.57 2.55  0.45
H 4.19 0.68 0.11  0.43
Br -1.93 2.27 -0.50  -0.11
H 1.17 0.95 -0.28  0.23
H -0.96 2.20 2.29  0.34